Record 1
DFT (ωB97M-V/def2-TZVPD) results for a molecular structure, C21H22BrHgN2O at a distorted geometry.

Values from the calculation:
LUMO level (spin up / spin down) = 4.4407 / 4.1174 eV
Electronic energy = -101360.6824 eV
Strongest force on any atom = 8.480 eV/Å
<S²> = 0.751
Gap between HOMO and LUMO (spin up / spin down) = 2.63 / 2.30 eV

The geometry in ORCA input format:
```
! RIJCOSX wB97M-V def2-TZVPD def2/J DEFGRID3
* xyz -2 2
Hg -0.56463 0.37005 -1.92311
Br 1.90396 1.46588 -3.88632
C 2.81175 0.42390 -2.55425
C 4.20025 0.72326 -2.30440
C 4.87607 -0.31765 -1.83967
C 4.28572 -1.61492 -1.49629
C 2.94086 -1.98579 -1.76692
C 2.44966 -3.40384 -1.60456
C 1.16974 -3.44549 -1.82574
C 0.31327 -2.46768 -2.29677
C 0.84253 -1.20113 -2.48557
C 2.27345 -0.89467 -2.30417
H 4.72138 1.73885 -2.82271
H 5.92130 -0.18803 -1.50794
H 4.87553 -2.50156 -1.04213
H 3.39012 -4.17652 -1.07247
H 1.00716 -4.68267 -1.79275
H -0.72103 -2.38210 -2.65835
C 1.63337 -0.54878 1.82548
N 0.25801 -0.42937 2.63928
C -0.97986 -0.65110 2.00495
C 0.28702 -0.11419 3.96472
O 1.25910 0.08444 4.70881
H 2.00770 -1.64734 1.50628
H 2.26881 -0.13986 2.61901
H 1.41106 0.06159 0.72220
H -1.46221 0.26311 1.87596
H -1.88606 -1.00455 2.72199
H -0.82543 -1.48326 1.23793
H -0.58128 0.02640 4.29986
C -1.11045 3.60180 1.38196
C -2.28701 2.64988 1.05696
C -3.31524 2.51831 1.80658
C -4.36787 1.46821 1.50486
C -4.27081 0.88665 0.33185
C -3.36949 1.20542 -0.63437
C -3.38967 0.78224 -2.09211
C -2.19302 1.92612 -0.22783
N -1.13531 1.91679 -1.02041
H -0.35396 3.75577 0.58704
H -0.42604 3.77907 2.80075
H -1.67893 4.36441 1.69361
H -3.17400 2.91996 2.78641
H -5.22925 1.38120 2.25322
H -5.45675 0.66031 0.20359
H -4.09180 0.28283 -2.67332
H -1.32678 -5.63299 0.12666
H -2.91095 1.65704 -2.82779
*
```

Record 2
DFT (ωB97M-V/def2-TZVPD) results for a molecular structure, C21H22BrN3PdS2.

Values from the calculation:
LUMO level (spin up / spin down) = 0.4748 / -1.3489 eV
Electronic energy = -121793.8005 eV
Energy above the lowest of the compared OMol25 structures with the same formula, charge and spin = 0.0 kJ/mol
Strongest force on any atom = 0.724 eV/Å
<S²> = 2.012
Gap between HOMO and LUMO (spin up / spin down) = 7.26 / 6.05 eV

The geometry in ORCA input format:
```
! RIJCOSX wB97M-V def2-TZVPD def2/J DEFGRID3
* xyz 0 3
Pd 0.83069 0.47139 1.30538
C -1.76577 -1.49974 0.06965
N -0.80008 -0.46080 -0.29462
C 0.14168 -0.92057 -1.33007
C 1.17977 -1.90633 -0.81750
N 1.96162 -1.38509 0.29766
C 3.06282 -0.47988 -0.11634
C 2.38063 -2.34796 1.27217
C 2.88409 -3.58138 0.87303
C 3.32688 -4.50117 1.81004
C 3.27132 -4.18192 3.16008
C 2.76282 -2.96132 3.56280
C 2.30260 -2.02564 2.63269
S 1.58552 -0.52920 3.20663
C -1.46671 0.79997 -0.69531
C -2.15818 0.77129 -2.02354
C -3.00222 1.74310 -2.35696
C -3.30533 2.86511 -1.42314
C -2.17206 3.57881 0.32761
C -1.17206 2.45474 0.67877
S -0.11835 2.54388 2.08366
H -2.59113 -1.55338 -0.65027
H -2.16782 -1.32025 1.06309
H -1.27103 -2.46776 0.09078
H 0.63208 -0.04259 -1.75232
H -0.39046 -1.41834 -2.15320
H 1.82115 -2.19098 -1.66287
H 0.69009 -2.82005 -0.47848
H 4.05360 -0.85344 0.15334
H 2.98798 0.49459 0.36740
H 3.02667 -0.29213 -1.19038
H 2.94368 -3.81384 -0.18317
H 3.71988 -5.45596 1.48711
H 3.61394 -4.88963 3.90343
H 2.69676 -2.72236 4.61623
H -1.94820 -0.03352 -2.71636
H -3.47771 1.72770 -3.33072
H -4.23885 3.35287 -1.69961
H -2.25048 4.38005 1.05684
Br 1.54622 2.46748 -2.44319
C -0.11852 2.76937 -1.55784
C -0.88227 3.80353 -1.88018
C -2.18421 3.96307 -1.17362
C -3.27011 2.50513 0.08407
C -2.27849 1.39158 0.46742
N -0.44724 1.88262 -0.53467
H -0.56861 4.50995 -2.63580
H -2.58777 4.95939 -1.34479
H -4.22389 2.49635 0.60360
H -2.56495 0.72325 1.27146
*
```

Record 3
DFT (ωB97M-V/def2-TZVPD) results for a molecular structure, C21H22Cl2N8O11P2RuS.

Values from the calculation:
LUMO level (spin up / spin down) = 1.7942 / 1.5267 eV
Electronic energy = -113626.2327 eV
Energy above the lowest of the compared OMol25 structures with the same formula, charge and spin = 0.0 kJ/mol
Strongest force on any atom = 0.416 eV/Å
<S²> = 0.754
Gap between HOMO and LUMO (spin up / spin down) = 7.56 / 7.19 eV

The geometry in ORCA input format:
```
! RIJCOSX wB97M-V def2-TZVPD def2/J DEFGRID3
* xyz -1 2
Ru -0.02883 -0.40905 0.03095
Cl 3.64792 -3.27658 -1.67717
C 1.97978 -3.67470 -1.45856
C 1.55155 -4.98533 -1.71572
C 0.23730 -5.33367 -1.58448
Cl -0.25811 -6.96675 -1.93492
C -0.72474 -4.38019 -1.18184
C -2.11816 -4.60928 -1.06748
C -2.94499 -3.58369 -0.72304
C -2.40846 -2.30878 -0.44863
N -1.11946 -2.08502 -0.50417
C -0.26463 -3.08496 -0.89317
C 1.09941 -2.68918 -1.04382
O 1.44451 -1.44617 -0.82183
H 2.27893 -5.71992 -2.03180
H -2.50888 -5.59695 -1.27086
H -4.01247 -3.72488 -0.63614
H -3.03717 -1.48361 -0.15940
N -1.81501 -1.47866 4.52786
C -1.29402 -0.34569 3.71130
C -1.18826 0.90848 4.57659
P 0.38547 -0.89595 3.19216
O 1.45190 0.18743 3.56149
O 0.69166 -2.04773 4.21293
O 0.43729 -1.40128 1.77212
P -2.42940 -0.13184 2.24285
O -3.48646 0.93501 2.67715
O -3.08937 -1.46047 2.09176
O -1.61448 0.39847 1.06049
H -2.33280 -1.10375 5.31406
H -0.20114 -2.22376 4.63178
H -2.47425 -1.99051 3.93908
H -0.52955 0.73309 5.43087
H -2.18508 1.17392 4.93239
H -0.81572 1.75191 3.99910
H 1.63526 0.91720 2.92679
H -3.35517 1.92510 2.56878
C 0.25788 5.92532 -0.31615
C 0.73769 4.92080 0.66848
C 0.99100 5.18026 1.99362
C 1.35404 4.12013 2.81353
N 1.57445 2.89528 2.33323
C 1.37703 2.66433 1.04340
S 1.82375 1.14024 0.36528
N 0.93820 3.66191 0.23696
C 1.49702 4.27912 4.29096
H 0.34525 6.92644 0.09877
H -0.79329 5.71930 -0.52098
H 0.80922 5.84607 -1.25131
H 0.82221 6.16835 2.39292
H 0.79211 3.45159 -0.75578
H 1.37968 5.31543 4.60045
H 2.46651 3.90087 4.61490
H 0.72861 3.67302 4.77430
N -0.51142 -0.85335 -3.36373
C -0.29999 0.38307 -2.86544
O -0.50506 0.64510 -1.63617
C 0.11297 1.41254 -3.73997
C 0.27915 1.15817 -5.11896
N 0.37703 0.88095 -6.23633
C 0.42161 2.67089 -3.19272
N 0.67203 3.69679 -2.72330
H -0.70372 -1.60326 -2.72542
H -0.19673 -1.07695 -4.29252
O -3.39772 3.48048 2.24081
N -2.24576 3.86094 1.91481
O -1.26056 3.21264 2.31622
O -2.09936 4.86801 1.21280
*
```

Record 4
DFT (ωB97M-V/def2-TZVPD) results for a single C21H22ClN3O5S molecule at a distorted geometry.

Values from the calculation:
LUMO level = 0.5629 eV
Electronic energy = -60198.5394 eV
Energy above the lowest of the compared OMol25 structures with the same formula, charge and spin = 54.5 kJ/mol
Strongest force on any atom = 1.427 eV/Å
Gap between HOMO and LUMO = 9.14 eV

The geometry in ORCA input format:
```
! RIJCOSX wB97M-V def2-TZVPD def2/J DEFGRID3
* xyz 0 1
C 4.24631 1.98004 4.14240
C 4.68769 1.47127 2.77328
H 4.78769 0.37920 2.77294
H 5.65762 1.90447 2.51336
O 3.82824 1.89421 1.73222
C 2.63432 1.27914 1.54206
C 1.84048 1.81399 0.52397
C 0.62322 1.25286 0.20800
C 0.15814 0.15272 0.91907
C 0.93494 -0.37725 1.93753
C 2.16533 0.17419 2.24691
H 2.74507 -0.27516 3.03711
H 0.58480 -1.23680 2.48795
N -1.09094 -0.44606 0.60508
S -2.33158 0.52777 0.07426
O -2.22882 1.80207 0.70457
O -2.43220 0.48356 -1.36925
C -3.71292 -0.33464 0.74426
C -4.78068 -0.93651 0.12963
O -5.58655 -1.43357 1.07462
N -5.07342 -1.16690 2.30444
C -3.95983 -0.51122 2.13778
C -3.10083 -0.03795 3.24282
H -2.81392 0.99496 3.05612
H -3.63031 -0.12437 4.18678
H -2.19006 -0.63354 3.28222
C -5.13462 -1.10071 -1.29653
H -6.13382 -0.70887 -1.47731
H -4.41162 -0.56656 -1.90652
H -5.13829 -2.15680 -1.56400
C -1.05311 -1.77866 0.03295
H -0.84675 -2.51784 0.81315
H -2.03518 -1.98076 -0.40115
C 0.03857 -1.90298 -1.04484
O 0.92701 -2.72013 -0.95708
N -0.12603 -0.99499 -2.03377
C 0.73370 -0.69192 -3.09053
C 0.35581 0.35626 -3.92852
C 1.17122 0.70910 -4.98693
C 2.36073 0.04051 -5.23074
C 2.72488 -0.99732 -4.39043
C 1.92541 -1.37120 -3.32551
H 2.21506 -2.17936 -2.67572
H 3.64901 -1.52503 -4.56976
H 2.98502 0.32942 -6.06078
Cl 0.69471 2.00979 -6.02066
H -0.56735 0.88579 -3.74610
H -0.95356 -0.39936 -1.97860
H 0.02201 1.67068 -0.58398
H 2.21338 2.66697 -0.01964
H 3.26750 1.58817 4.40738
H 4.18811 3.06534 4.12925
H 4.96638 1.67397 4.89627
*
```